<P>
15
Properties=species:S:1:pos:R:3 method="wB97M-V/def2-TZVPD" smiles=O.O.O.O.O homo_energy_ev=-10.158 spin_multiplicity=1
O -1.30656 -2.51675 0.36191
O -1.27773 1.28147 -1.25337
H -0.44894 0.18527 -0.26928
H 1.15437 -1.34701 -0.27924
H -1.42938 1.97665 -0.61309
O 1.59898 2.18281 1.00598
H 0.54547 0.57342 0.80421
O 1.71800 -1.71366 -0.96050
O 0.03631 -0.16788 0.47640
H -2.15454 1.00805 -1.52295
H 1.27297 -2.51569 -1.23423
H 1.60809 2.59496 0.14210
H -1.85145 -2.76234 1.10958
H 1.44377 2.90495 1.61478
H -0.90930 -1.68428 0.61763

<Q>
15
Properties=species:S:1:pos:R:3 method="wB97M-V/def2-TZVPD" smiles=O.O.O.O.O homo_energy_ev=-10.654 spin_multiplicity=1
H 5.27272 -2.21415 4.76039
H 1.86512 -3.69711 -2.77646
O -10.39787 11.87530 -2.64871
H -0.27523 -2.49679 0.82715
H -10.41359 12.62874 -3.25929
O 1.43424 -4.04221 -2.00067
O 5.51912 -1.57478 4.11355
O 0.42109 -2.97321 0.47778
H 5.42084 -1.98807 3.24256
H 2.79290 -3.56061 0.97635
H 0.31156 -3.13209 -0.40669
H -11.33743 11.85080 -2.29801
O 3.35773 -3.17944 0.30088
H 3.01258 -3.67751 -0.48756
H 0.67614 -4.55846 -2.52102

Q: Which of them is the most stable? A: <P>.